# 1
The following is a quantum chemistry calculation of C24H18AsCoO6S3 as an isolated structure, from the OMol25 dataset.

CARTESIAN COORDINATES (ANGSTROEM)
Co  -0.704587  1.524108  -0.756715
O  0.841113  0.745508  -1.996815
S  1.801313  1.439208  -1.116515
O  3.051513  0.752308  -0.973315
O  1.119213  1.668908  0.179485
C  2.125113  3.046808  -1.847115
C  3.459313  3.381708  -2.017215
C  3.813313  4.567108  -2.640515
C  2.825813  5.415108  -3.119715
C  1.493213  5.092008  -2.921815
C  1.139013  3.914808  -2.281815
S  -0.620887  3.742308  -1.936815
O  -1.102987  2.463808  -2.510915
O  -1.266587  4.896908  -2.478715
O  -0.694487  3.606808  -0.470915
H  4.191313  2.682208  -1.648915
H  4.855713  4.819908  -2.757615
H  3.090013  6.327208  -3.631915
H  0.691613  5.741608  -3.236615
S  -2.696887  1.397108  0.278385
C  -3.240787  -0.272292  0.269485
C  -4.613787  -0.522792  0.276285
C  -5.073487  -1.821792  0.211785
C  -4.179687  -2.882492  0.158985
C  -2.814487  -2.642792  0.192585
C  -2.326887  -1.340592  0.254385
As  -0.430887  -0.839992  0.132985
C  0.010813  -0.528792  1.998585
C  1.359013  -0.377492  2.315385
C  1.733513  -0.035992  3.601385
C  0.765713  0.168808  4.572785
C  -0.574087  0.011408  4.262985
C  -0.955487  -0.335292  2.977785
C  0.306613  -2.689092  -0.061715
C  0.841813  -3.402092  1.008285
C  1.225113  -4.723392  0.842685
C  1.084013  -5.338592  -0.391115
C  0.575813  -4.628592  -1.467915
C  0.195213  -3.306392  -1.306815
H  -5.299487  0.311208  0.300885
H  -6.136887  -2.005792  0.197185
H  -4.550587  -3.893792  0.079185
H  -2.114587  -3.468092  0.181585
H  2.102413  -0.493792  1.531685
H  2.778413  0.080908  3.847485
H  1.058413  0.456108  5.571885
H  -1.326487  0.167708  5.020785
H  -2.005287  -0.447492  2.731085
H  0.938613  -2.924892  1.976785
H  1.621013  -5.278492  1.680385
H  1.368413  -6.372392  -0.512115
H  0.470313  -5.113992  -2.429015
H  -0.203487  -2.734392  -2.140515

Atomic forces in eV per Å
Co -0.01 -1.18 -0.42
O 0.31 0.51 -0.21
S 1.34 -0.55 -0.06
O 0.17 0.28 -0.06
O 0.14 0.40 0.02
C 0.26 -0.59 0.15
C -0.11 -0.14 0.07
C -0.13 0.08 -0.08
C 0.11 -0.19 0.12
C -0.09 -0.02 -0.01
C -0.68 0.35 -0.09
S -0.28 1.33 -0.61
O 0.01 0.05 -0.01
O 0.15 0.03 -0.04
O -0.14 0.03 0.14
H 0.20 -0.02 -0.04
H 0.10 0.01 -0.03
H 0.01 0.10 -0.02
H 0.04 0.12 -0.08
S -1.29 -0.53 0.51
C 0.60 0.90 -0.03
C -0.38 -0.11 0.06
C -0.23 0.28 -0.02
C 0.11 0.03 -0.03
C 0.31 0.19 0.10
C 0.32 -0.24 -0.15
As -0.39 -1.99 0.93
C -0.06 0.13 0.07
C -0.06 0.02 -0.32
C 0.04 -0.05 0.04
C 0.01 -0.03 0.05
C -0.03 0.05 0.10
C -0.02 -0.10 -0.28
C -0.03 0.46 -0.21
C -0.21 0.39 0.11
C -0.03 -0.03 -0.09
C -0.01 0.02 0.03
C -0.03 -0.05 -0.07
C -0.09 0.40 0.03
H -0.07 0.03 0.04
H -0.09 -0.04 -0.03
H 0.00 -0.08 0.08
H -0.04 -0.03 -0.04
H 0.04 0.02 0.15
H 0.09 0.03 -0.02
H 0.02 0.00 0.08
H -0.08 0.02 0.08
H 0.02 0.00 0.11
H 0.01 -0.09 -0.04
H 0.05 -0.01 0.07
H 0.05 -0.10 -0.03
H 0.01 0.05 -0.04
H 0.05 -0.15 -0.02

Output
2S+1: 5
ΔE to the lowest compared entry with this formula, charge and spin: 5.6 kcal/mol
⟨S²⟩: 6.0290
Kohn-Sham gap (alpha / beta): 8.95 / 5.76 eV

---

# 2
The following is a quantum chemistry calculation of N3O9Rb as an isolated structure, from the OMol25 dataset.

CARTESIAN COORDINATES (ANGSTROEM)
Rb  -0.872104  3.016887  -0.864885
N  -0.239724  -0.370903  0.029402
O  -1.242370  0.314169  0.339120
O  -0.429255  -1.517766  -0.458370
O  0.881447  0.106800  0.286123
N  -1.145376  -0.757740  -3.964663
O  -1.451989  0.385619  -3.632767
O  -0.969235  -1.220479  -5.180641
O  -1.515907  -1.680019  -3.196951
N  1.685356  0.422755  4.214186
O  1.829032  1.670545  4.305238
O  2.446192  -0.350358  4.875467
O  1.023934  -0.019511  3.248741

Atomic forces in eV per Å
Rb 0.17 -1.48 0.28
N -0.12 -1.77 0.05
O -1.14 1.26 -0.23
O 0.93 1.57 0.82
O 0.23 -0.13 -0.97
N -4.66 -5.29 -1.06
O 1.61 2.31 -0.76
O 1.48 2.81 0.72
O 1.43 0.56 0.76
N 1.97 -0.25 -2.61
O -0.45 0.10 1.08
O -1.06 0.44 0.44
O -0.38 -0.12 1.50

Output
ΔE to the lowest compared entry with this formula, charge and spin: 75.9 kcal/mol
total charge: -2
Kohn-Sham gap: 4.43 eV

---

# 3
The following is a quantum chemistry calculation of a 2-piece molecular cluster, C3H6BrN3 overall, from the OMol25 dataset.

CARTESIAN COORDINATES (ANGSTROEM)
C  -0.853933  0.846717  1.458140
C  -1.061219  0.277685  0.127575
C  0.488546  -1.146250  -1.117855
N  0.280903  0.449225  1.963000
N  0.085256  -0.556669  0.117338
N  0.859217  -0.394778  1.108496
Br  2.353107  1.563921  -0.549751
H  -1.286449  1.800437  1.759305
H  -1.990064  -0.203902  -0.239585
H  -0.759972  1.202985  -0.529452
H  -0.387170  -1.055905  -1.705933
H  1.378607  -0.612176  -1.376597
H  0.893169  -2.171290  -1.014682

Atomic forces in eV per Å
C 0.58 1.14 0.26
C 0.49 1.34 -0.44
C 0.98 -1.71 1.08
N -1.27 1.52 0.92
N 0.00 -1.10 -0.21
N 0.15 -1.01 -1.27
Br -0.28 -0.01 0.10
H -0.36 -0.69 0.60
H 0.58 0.45 0.40
H -0.29 -1.19 0.58
H -0.19 -0.20 -1.32
H 0.46 1.20 -0.92
H -0.84 0.26 0.20

Output
ΔE to the lowest compared entry with this formula, charge and spin: 73.0 kcal/mol
Kohn-Sham gap (alpha / beta): 5.86 / 5.87 eV

---

# 4
The following is a quantum chemistry calculation of one molecule with the formula C19H29N3O3, from the OMol25 dataset.

CARTESIAN COORDINATES (ANGSTROEM)
C  2.011568  -1.721275  4.620558
C  0.882280  -2.716503  4.840360
H  0.031201  -2.226603  5.324795
H  1.214770  -3.566023  5.439888
O  0.443931  -3.287017  3.602459
C  -0.438527  -2.595730  2.890041
O  -0.930808  -1.547528  3.225236
C  -0.788988  -3.304878  1.591022
N  -1.772128  -2.553203  0.852948
C  -1.302479  -1.691202  -0.122761
O  -0.185205  -1.822802  -0.590254
N  -2.194349  -0.776934  -0.611817
C  -3.384590  -0.336977  0.086624
H  -3.878203  -1.170885  0.586543
C  -3.036082  0.787506  1.066712
C  -2.391944  1.944407  0.302645
H  -2.077634  2.724572  0.999561
H  -3.126801  2.375827  -0.380627
C  -1.177791  1.432695  -0.495736
N  -0.432328  2.428766  -1.238506
C  -1.219555  3.348774  -2.025271
H  -0.564021  3.832861  -2.749818
H  -1.977574  2.798059  -2.577078
H  -1.714324  4.131329  -1.428680
C  0.625519  3.072207  -0.483700
H  0.917110  3.973193  -1.027456
H  0.296327  3.381335  0.523394
C  1.860177  2.163488  -0.361480
C  2.319480  1.720876  -1.721274
C  2.992007  2.605573  -2.555088
C  3.381028  2.222324  -3.825623
C  3.100184  0.944925  -4.280027
C  2.435498  0.055588  -3.453871
C  2.048256  0.439587  -2.181552
H  1.534846  -0.265984  -1.545036
H  2.215881  -0.944101  -3.799560
H  3.401878  0.644881  -5.273381
H  3.904630  2.920978  -4.463141
H  3.216903  3.603846  -2.204193
H  1.625493  1.288953  0.245823
H  2.648895  2.727417  0.142530
C  -1.634307  0.290367  -1.420734
H  -0.781748  -0.094391  -1.978155
H  -2.399523  0.627392  -2.123146
H  -0.477951  0.983028  0.216043
H  -3.938987  1.128069  1.577466
H  -2.341089  0.406693  1.819301
H  -4.078707  0.041469  -0.671849
H  -2.524265  -2.214903  1.433534
H  -1.153111  -4.312432  1.810923
H  0.108841  -3.378428  0.968691
H  2.836728  -2.198829  4.098212
H  2.362745  -1.351219  5.579492
H  1.657603  -0.881934  4.027062

Atomic forces in eV per Å
C -0.30 -0.26 -0.13
C 0.09 0.37 0.41
H 0.13 -0.16 -0.04
H -0.09 0.09 -0.07
O 0.13 -0.28 -0.18
C -0.22 -0.02 -0.27
O 0.08 0.07 0.14
C 0.05 0.09 -0.08
N -0.13 -0.06 0.22
C -0.42 -0.31 -0.07
O 0.51 0.08 -0.04
N -0.13 0.07 -0.22
C -0.07 0.01 0.45
H -0.04 0.02 -0.09
C -0.17 0.04 -0.19
C 0.36 -0.13 0.12
H -0.04 0.08 -0.02
H -0.03 0.08 -0.05
C -0.28 -0.09 -0.18
N 0.05 0.10 0.01
C 0.06 0.03 0.06
H -0.05 0.05 -0.04
H -0.11 0.04 -0.08
H -0.06 0.00 -0.04
C 0.07 -0.21 0.09
H -0.01 0.03 0.05
H 0.01 0.08 -0.07
C -0.17 0.21 -0.11
C 0.13 -0.04 0.10
C -0.02 -0.01 0.05
C 0.04 0.07 -0.11
C 0.03 -0.02 -0.13
C -0.01 -0.09 -0.04
C 0.07 0.03 0.00
H -0.11 -0.09 0.11
H -0.02 -0.09 -0.03
H 0.02 -0.03 -0.06
H 0.04 0.04 -0.04
H 0.03 0.11 0.05
H 0.04 -0.01 0.08
H 0.01 -0.06 0.08
C 0.55 0.09 0.03
H -0.13 0.10 0.00
H -0.02 0.03 -0.01
H -0.02 -0.05 -0.02
H -0.01 -0.02 0.06
H -0.03 -0.05 0.06
H -0.02 -0.09 0.08
H 0.06 0.04 -0.12
H 0.12 0.07 0.03
H -0.13 -0.09 0.18
H 0.11 -0.02 -0.01
H 0.06 0.05 0.10
H 0.01 0.09 -0.01

Output
ΔE to the lowest compared entry with this formula, charge and spin: 42.8 kcal/mol
structure (SMILES): CCOC(=O)CNC(=O)N1CCC[C@H](N(C)CCc2ccccc2)C1
Kohn-Sham gap: 8.81 eV

---

| no. | strongest force on any atom (eV Å⁻¹) |
| --- | --- |
| 1 | 2.232 |
| 2 | 7.130 |
| 3 | 2.251 |
| 4 | 0.555 |